No. 1
Below is a structure of composition C32H30ClNO3P2STi, with properties calculated with ωB97M-V/def2-TZVPD.

Structure (ORCA input):
```
! wB97M-V def2-TZVPD RIJCOSX def2/J DEFGRID3
* xyz 2 1
Ti -0.81 0.85 -0.71
N 1.16 -0.72 1.13
P 1.44 -0.52 -0.52
C 3.06 0.17 -0.78
C 3.25 1.37 -1.47
C 4.53 1.85 -1.66
C 5.62 1.15 -1.16
C 5.44 -0.05 -0.48
C 4.17 -0.55 -0.30
C 1.45 -2.15 -1.30
C 1.13 -3.31 -0.59
C 1.12 -4.53 -1.25
C 1.42 -4.59 -2.60
C 1.75 -3.44 -3.31
C 1.76 -2.22 -2.66
P -0.49 -0.52 1.49
C -1.22 -2.12 1.83
C -2.02 -2.76 0.89
C -2.49 -4.04 1.13
C -2.17 -4.68 2.32
C -1.37 -4.05 3.26
C -0.90 -2.77 3.03
C -0.58 0.46 2.98
C -1.67 0.33 3.83
C -1.77 1.14 4.95
C -0.78 2.07 5.23
C 0.31 2.21 4.38
C 0.41 1.41 3.25
H 1.87 -0.95 1.81
H 2.40 1.91 -1.85
H 4.69 2.77 -2.20
H 6.62 1.54 -1.31
H 6.29 -0.59 -0.10
H 4.03 -1.50 0.20
H 0.90 -3.27 0.46
H 0.89 -5.43 -0.70
H 1.42 -5.55 -3.11
H 2.00 -3.49 -4.36
H 2.05 -1.32 -3.20
H -2.25 -2.28 -0.05
H -3.11 -4.53 0.39
H -2.54 -5.68 2.51
H -1.12 -4.55 4.18
H -0.29 -2.28 3.77
H -2.44 -0.40 3.63
H -2.62 1.03 5.62
H -0.85 2.69 6.11
H 1.08 2.93 4.60
H 1.26 1.54 2.58
Cl -1.15 -0.45 -2.88
C -2.17 0.99 -2.98
C -2.14 1.76 -4.13
C -2.86 2.94 -4.12
C -3.54 3.35 -2.98
C -3.53 2.59 -1.83
C -2.86 1.34 -1.81
C -2.83 0.46 -0.62
H -1.58 1.43 -4.99
H -2.88 3.55 -5.01
H -4.09 4.28 -2.99
H -4.07 2.90 -0.95
H -3.17 -0.56 -0.80
H -3.30 0.90 0.26
C -0.61 4.83 -0.62
S 0.18 3.29 -0.40
O 1.47 3.46 0.17
O 0.11 2.51 -1.68
O -0.76 2.43 0.46
H 0.09 5.48 -1.14
H -0.82 5.23 0.37
H -1.53 4.70 -1.20
*
```

Properties
max |F| = 0.5 eV Å⁻¹
lowest unoccupied orbital energy = -6.93 eV
Kohn-Sham gap = 7.35 eV

No. 2
Below is a structure of composition C32H30F3N7O2ReS2SeTe at a distorted geometry, with properties calculated with ωB97M-V/def2-TZVPD.

Structure (ORCA input):
```
! wB97M-V def2-TZVPD RIJCOSX def2/J DEFGRID3
* xyz 2 4
Re 0.65 -1.50 0.79
O 0.90 -0.32 2.39
N 0.00 0.67 2.56
C 0.39 1.87 3.00
C -0.56 2.82 3.36
C -1.92 2.55 3.00
C -2.21 1.42 2.32
C -1.28 0.43 2.15
S -1.60 -1.01 1.29
H 1.43 1.98 3.16
H -0.26 3.77 3.77
H -2.71 3.24 3.16
H -3.23 1.26 1.97
F 3.34 1.18 -3.10
C 4.11 1.37 -1.98
F 3.64 2.50 -1.41
F 5.39 1.55 -2.35
C 3.98 0.09 -0.99
C 5.11 -0.48 -0.53
C 5.04 -1.59 0.35
C 3.81 -2.06 0.80
N 2.70 -1.42 0.33
C 2.78 -0.36 -0.50
S 1.17 0.22 -0.82
H 6.04 -0.06 -0.74
H 6.03 -1.83 0.72
H 3.58 -2.89 1.46
C 2.02 -6.10 -1.71
N 1.07 -4.93 -1.79
C 0.03 -4.93 -2.68
C -0.92 -3.95 -2.68
C -0.78 -2.85 -1.77
N 0.27 -2.89 -0.87
C 1.12 -3.95 -0.79
O 1.96 -3.99 0.13
N -1.61 -1.82 -1.75
H 1.49 -7.03 -1.92
H 2.37 -6.09 -0.68
H 2.84 -5.89 -2.40
H 0.08 -5.72 -3.49
H -1.74 -4.12 -3.39
H -2.54 -1.76 -2.22
H -1.48 -1.00 -1.17
C -1.55 3.58 -4.80
N -2.75 3.50 -4.02
C -2.86 2.82 -2.82
Se -1.57 1.92 -1.74
N -4.17 2.98 -2.43
C -4.89 3.68 -3.43
C -6.23 3.93 -3.69
C -6.53 4.57 -4.91
C -5.61 4.88 -5.82
C -4.28 4.59 -5.65
C -3.95 3.96 -4.43
H -0.76 3.01 -4.24
H -1.15 4.58 -4.76
H -1.68 3.28 -5.84
H -4.51 2.76 -1.47
H -7.06 3.61 -3.13
H -7.55 4.83 -5.13
H -5.93 5.34 -6.76
H -3.57 4.87 -6.35
C 2.67 -2.52 3.91
Te 0.91 -3.35 2.96
C -0.04 -2.43 4.58
C 0.85 -1.35 5.06
C 0.34 -0.25 5.77
C 1.16 0.72 6.20
C 2.51 0.64 6.02
C 3.05 -0.43 5.34
C 2.22 -1.39 4.78
H 3.40 -2.21 3.18
H 3.11 -3.32 4.50
H -0.40 -3.21 5.30
H -1.02 -2.12 4.25
H -0.70 -0.13 6.05
H 0.77 1.52 6.84
H 3.14 1.37 6.46
H 4.14 -0.62 5.25
*
```

Properties
max |F| = 3.6 eV Å⁻¹
lowest unoccupied orbital energy (alpha / beta) = -5.20 / -6.74 eV
Kohn-Sham gap (alpha / beta) = 6.49 / 4.95 eV
energy relative to the best compared isomer or geometry (same formula, charge and spin) = 40.8 kcal per mole
expectation value of S² = 3.775

No. 3
Below is a structure of composition C32H30FeN4O3P2SSe2, with properties calculated with ωB97M-V/def2-TZVPD.

Structure (ORCA input):
```
! wB97M-V def2-TZVPD RIJCOSX def2/J DEFGRID3
* xyz 1 2
Fe -0.11 2.85 0.72
Se 0.19 -3.98 1.20
P 1.03 -2.74 -0.27
C 0.14 -2.74 -1.86
C 0.21 -1.64 -2.73
C -0.38 -1.71 -3.98
C -1.05 -2.86 -4.37
C -1.13 -3.94 -3.51
C -0.54 -3.88 -2.25
C 2.75 -3.12 -0.69
C 3.42 -4.11 0.02
C 4.73 -4.42 -0.29
C 5.38 -3.74 -1.31
C 4.72 -2.74 -2.02
C 3.41 -2.43 -1.71
C 1.04 -0.99 0.17
C 0.00 -0.09 0.37
N 0.61 1.10 0.59
N 1.92 0.97 0.51
N 2.19 -0.28 0.26
P -1.78 -0.01 0.55
Se -2.17 2.05 -0.15
C -2.67 -1.19 -0.45
C -3.10 -2.38 0.15
C -3.79 -3.31 -0.61
C -4.07 -3.04 -1.94
C -3.65 -1.86 -2.53
C -2.95 -0.93 -1.79
C -2.20 -0.19 2.28
C -1.48 -1.08 3.07
C -1.81 -1.24 4.40
C -2.85 -0.50 4.95
C -3.56 0.40 4.17
C -3.23 0.57 2.83
H 0.73 -0.74 -2.42
H -0.32 -0.86 -4.65
H -1.51 -2.91 -5.35
H -1.66 -4.83 -3.81
H -0.61 -4.72 -1.57
H 2.90 -4.64 0.81
H 5.24 -5.19 0.26
H 6.41 -3.98 -1.55
H 5.22 -2.21 -2.82
H 2.90 -1.66 -2.27
H -2.89 -2.59 1.19
H -4.12 -4.23 -0.16
H -4.63 -3.77 -2.53
H -3.87 -1.66 -3.57
H -2.62 -0.01 -2.24
H -0.67 -1.67 2.64
H -1.26 -1.94 5.01
H -3.10 -0.62 6.00
H -4.36 0.99 4.60
H -3.78 1.28 2.23
O -0.61 2.54 2.61
C -0.08 3.64 2.90
C 0.15 4.31 4.22
C 0.83 5.62 3.79
C 0.94 5.54 2.27
O 1.41 6.37 1.53
N 0.38 4.34 1.85
H 0.77 3.67 4.85
H -0.80 4.45 4.73
H 1.83 5.74 4.20
H 0.26 6.51 4.05
C 2.66 3.68 -2.52
S 1.88 4.42 -1.10
C 1.11 5.85 -1.85
O 0.71 3.45 -0.87
H 1.89 3.44 -3.26
H 3.17 2.79 -2.18
H 3.38 4.40 -2.92
H 1.91 6.51 -2.19
H 0.55 6.34 -1.06
H 0.48 5.53 -2.67
*
```

Properties
max |F| = 0.7 eV Å⁻¹
lowest unoccupied orbital energy (alpha / beta) = -4.77 / -3.52 eV
Kohn-Sham gap (alpha / beta) = 5.55 / 6.81 eV
expectation value of S² = 1.031

No. 4
Below is a structure of composition C32H31BrN3PbS5Si at a distorted geometry, with properties calculated with ωB97M-V/def2-TZVPD.

Structure (ORCA input):
```
! wB97M-V def2-TZVPD RIJCOSX def2/J DEFGRID3
* xyz -1 1
Pb -8.33 12.27 13.27
S -5.46 12.57 13.70
C -5.16 14.28 14.01
C -4.08 14.97 13.40
C -3.80 16.28 13.70
C -4.58 17.01 14.59
C -5.64 16.37 15.18
C -5.96 15.04 14.90
S -7.40 14.26 15.66
C -8.54 15.65 15.29
C -9.99 15.42 15.01
C -10.79 16.55 15.24
C -12.02 16.60 14.65
C -12.52 15.53 13.96
C -11.72 14.42 13.91
C -12.33 13.16 13.31
S -11.33 12.23 12.10
C -11.45 10.56 12.86
C -12.37 9.58 12.13
C -12.68 8.01 14.34
C -11.40 7.59 15.05
C -10.30 8.29 15.05
C -10.19 9.61 14.37
S -8.83 10.48 15.19
N -10.48 14.35 14.42
H -3.46 14.46 12.66
H -2.98 16.75 13.17
H -4.34 18.06 14.83
H -6.27 16.91 15.91
H -8.13 16.14 14.41
H -8.47 16.38 16.09
H -10.35 17.40 15.71
H -12.63 17.50 14.76
H -13.44 15.55 13.38
H -13.32 13.39 12.94
H -12.50 12.50 14.15
H -13.05 9.86 11.34
H -13.39 7.18 14.39
H -11.47 6.68 15.61
H -9.37 7.92 15.50
C -10.19 5.78 11.62
Si -10.82 7.33 10.76
C -12.43 6.88 9.87
C -9.65 7.86 9.36
C -11.20 8.58 12.09
C -12.50 8.28 12.86
C -13.25 9.19 15.13
C -12.58 10.33 15.10
N -11.43 10.51 14.33
C -10.26 9.65 12.79
S -8.80 10.02 11.80
H -10.09 4.90 10.96
H -10.85 5.51 12.47
H -9.19 5.99 12.01
H -12.20 6.31 8.95
H -13.03 7.72 9.55
H -13.08 6.20 10.46
H -9.65 7.07 8.60
H -8.63 8.02 9.73
H -9.98 8.79 8.89
H -13.08 7.57 12.27
H -14.11 9.08 15.80
H -12.89 11.14 15.77
Br -8.19 18.11 8.26
C -8.54 16.99 9.72
C -7.47 16.58 10.52
C -7.79 15.85 11.65
N -9.05 15.53 11.96
C -10.02 15.88 11.14
C -9.83 16.62 9.98
H -6.43 16.85 10.28
H -7.04 15.55 12.36
H -11.02 15.58 11.43
H -10.67 16.93 9.36
*
```

Properties
max |F| = 1.8 eV Å⁻¹
lowest unoccupied orbital energy = 2.17 eV
Kohn-Sham gap = 6.11 eV
energy relative to the best compared isomer or geometry (same formula, charge and spin) = 53.7 kcal per mole

No. 5
Below is a structure of composition C32H31ClNO4P2RhS2, with properties calculated with ωB97M-V/def2-TZVPD.

Structure (ORCA input):
```
! wB97M-V def2-TZVPD RIJCOSX def2/J DEFGRID3
* xyz 0 1
Rh 0.30 0.11 0.19
C -1.75 1.85 2.58
C -2.54 0.61 2.16
P -1.50 -0.69 1.35
C -2.70 -1.60 0.34
C -2.35 -2.16 -0.88
C -3.30 -2.85 -1.62
C -4.59 -3.00 -1.14
C -4.94 -2.47 0.09
C -3.99 -1.78 0.83
C -1.18 -1.80 2.76
C -0.79 -1.28 3.99
C -0.62 -2.12 5.09
C -0.82 -3.48 4.96
C -1.20 -4.01 3.73
C -1.39 -3.17 2.64
C -1.53 2.86 1.45
P -0.48 2.29 0.03
C -1.55 2.48 -1.42
C -2.88 2.05 -1.40
C -3.65 2.10 -2.54
C -3.11 2.58 -3.72
C -1.79 3.00 -3.76
C -1.01 2.95 -2.61
C 0.70 3.66 -0.13
C 0.18 4.96 -0.23
C 1.02 6.05 -0.32
C 2.40 5.86 -0.33
C 2.92 4.57 -0.24
C 2.07 3.48 -0.15
H -0.79 1.57 3.01
H -2.30 2.36 3.38
H -3.33 0.89 1.46
H -3.02 0.15 3.02
H -1.34 -2.05 -1.26
H -3.02 -3.27 -2.58
H -5.32 -3.54 -1.73
H -5.94 -2.60 0.48
H -4.28 -1.38 1.80
H -0.64 -0.21 4.12
H -0.34 -1.70 6.05
H -0.69 -4.14 5.81
H -1.36 -5.07 3.62
H -1.69 -3.59 1.69
H -1.04 3.75 1.85
H -2.49 3.18 1.05
H -3.31 1.65 -0.49
H -4.68 1.76 -2.51
H -3.72 2.62 -4.62
H -1.35 3.35 -4.69
H 0.03 3.24 -2.66
H -0.90 5.11 -0.25
H 0.61 7.04 -0.41
H 3.06 6.71 -0.41
H 3.99 4.42 -0.27
H 2.48 2.48 -0.12
O 1.58 -1.27 -2.67
S 1.01 0.02 -2.39
O 0.86 0.90 -3.51
O 1.74 0.70 -1.21
O -0.40 -0.15 -1.70
S 2.21 0.44 1.68
C 2.03 0.38 3.37
N 2.57 -0.70 3.99
C 2.64 -0.87 5.32
C 2.14 0.09 6.15
C 1.55 1.23 5.58
C 1.49 1.37 4.21
H 2.90 -1.43 3.36
H 3.09 -1.79 5.66
H 2.19 -0.04 7.22
H 1.15 2.01 6.21
H 1.08 2.26 3.75
Cl 0.86 -2.21 0.36
*
```

Properties
max |F| = 0.5 eV Å⁻¹
lowest unoccupied orbital energy = -1.03 eV
Kohn-Sham gap = 7.18 eV
energy relative to the best compared isomer or geometry (same formula, charge and spin) = 0.0 kcal per mole

No. 6
Below is a structure of composition C32H32AsBrF6InN5O2Sb at a distorted geometry, with properties calculated with ωB97M-V/def2-TZVPD.

Structure (ORCA input):
```
! wB97M-V def2-TZVPD RIJCOSX def2/J DEFGRID3
* xyz 2 2
In 0.45 0.88 0.49
C 1.17 3.19 2.55
N 0.26 2.03 2.59
C -1.15 2.38 2.88
C -1.88 2.66 1.60
N -1.45 2.25 0.44
C -2.43 2.61 -0.49
C -2.49 2.41 -1.87
C -3.60 2.90 -2.53
C -4.63 3.57 -1.84
C -4.58 3.77 -0.47
C -3.46 3.27 0.18
N -3.07 3.29 1.52
C 1.38 3.66 1.15
N 1.31 2.86 0.10
C 1.61 3.64 -1.02
C 1.67 3.30 -2.37
C 2.02 4.31 -3.25
C 2.30 5.61 -2.80
C 2.24 5.95 -1.47
C 1.89 4.93 -0.59
N 1.72 4.90 0.79
H 0.80 4.01 3.17
H 2.14 2.88 2.94
H 0.58 1.40 3.32
H -1.62 1.52 3.36
H -1.22 3.22 3.56
H -1.69 1.90 -2.39
H -3.68 2.77 -3.60
H -5.48 3.94 -2.40
H -5.37 4.29 0.05
H -3.58 3.70 2.28
H 1.48 2.29 -2.71
H 2.08 4.09 -4.30
H 2.58 6.36 -3.53
H 2.47 6.95 -1.13
H 1.91 5.67 1.43
C 0.83 -3.35 2.28
As 1.54 -2.36 0.78
C 3.41 -2.85 0.88
C 0.75 -3.26 -0.94
C 1.18 -4.62 -0.76
C 0.35 -5.56 -0.09
C 0.76 -6.86 0.06
C 2.01 -7.25 -0.43
C 2.84 -6.35 -1.10
C 2.44 -5.04 -1.26
H 1.16 -4.39 2.27
H -0.26 -3.29 2.29
H 1.20 -2.87 3.19
H 3.53 -3.91 1.07
H 3.82 -2.29 1.73
H 3.94 -2.55 -0.01
H 1.23 -2.69 -1.74
H -0.31 -3.06 -0.87
H -0.62 -5.24 0.27
H 0.12 -7.58 0.56
H 2.33 -8.28 -0.30
H 3.80 -6.67 -1.49
H 3.07 -4.33 -1.78
Br -6.22 -4.46 -0.88
C -4.75 -3.32 -0.55
C -4.35 -3.11 0.76
C -3.27 -2.27 1.00
C -2.60 -1.67 -0.06
C -3.03 -1.89 -1.37
C -4.11 -2.72 -1.62
C -1.45 -0.80 0.20
O -0.76 -0.34 -0.78
O -1.08 -0.53 1.38
H -4.87 -3.58 1.58
H -2.94 -2.08 2.01
H -2.51 -1.40 -2.19
H -4.45 -2.90 -2.63
F 2.38 0.54 1.63
Sb 3.93 0.96 0.38
F 4.63 -0.44 -0.64
F 2.34 0.50 -0.72
F 4.46 2.12 -0.96
F 3.91 2.52 1.44
F 4.90 0.16 1.76
*
```

Properties
max |F| = 1.2 eV Å⁻¹
lowest unoccupied orbital energy (alpha / beta) = -5.44 / -8.51 eV
Kohn-Sham gap (alpha / beta) = 8.15 / 5.08 eV
energy relative to the best compared isomer or geometry (same formula, charge and spin) = 28.6 kcal per mole
expectation value of S² = 0.777

Q: Which value of max |F| does entry 2 give?
A: 3.6 eV Å⁻¹

Q: What is the max |F| in the third record?
A: 0.7 eV Å⁻¹